{"formula": "C28H58Cl2MgN3O18S3", "method": "ωB97M-V with the def2-TZVPD basis set", "multiplicity": 1, "homo_ev": -4.46, "orbital_gap_ha": 0.04230, "total_charge": -1, "e_above_lowest_kcal_mol": 151.0, "e_lumo_ev": -3.31, "elements": ["C", "C", "C", "N", "C", "C", "C", "C", "C", "O", "N", "C", "C", "H", "H", "H", "H", "H", "H", "H", "H", "H", "H", "H", "H", "H", "H", "H", "H", "H", "H", "H", "H", "H", "Cl", "Mg", "O", "Cl", "O", "O", "O", "O", "S", "O", "O", "C", "C", "C", "H", "H", "H", "H", "H", "H", "H", "H", "C", "S", "O", "C", "H", "H", "H", "H", "H", "H", "C", "C", "O", "C", "O", "O", "H", "H", "H", "H", "N", "C", "C", "C", "C", "H", "H", "H", "H", "H", "O", "S", "O", "O", "O", "C", "C", "O", "C", "H", "H", "H", "H", "H", "H", "C", "C", "C", "O", "H", "H", "H", "H", "H", "H", "H", "H"], "positions_angstrom": [[2.18, 0.65, 1.16], [0.57, 0.66, 1.44], [-0.31, 1.57, 0.40], [-1.70, 1.54, 1.07], [-2.31, 2.91, 1.35], [-0.92, 3.80, 1.61], [-0.07, 3.19, 0.30], [1.43, 3.80, 0.09], [2.29, 3.16, -1.14], [3.58, 2.82, -0.86], [1.83, 2.87, -2.55], [0.64, 3.69, -2.98], [1.69, 1.40, -2.85], [2.44, 0.61, 0.00], [2.65, 1.63, 1.64], [2.67, -0.29, 1.70], [0.38, 0.91, 2.57], [0.20, -0.46, 1.29], [-0.58, 1.04, -0.64], [-1.73, 1.09, 2.02], [-2.43, 1.04, 0.50], [-2.91, 3.06, 2.35], [-2.87, 3.26, 0.36], [-1.15, 4.96, 1.45], [-0.31, 3.58, 2.60], [-0.81, 3.52, -0.58], [2.11, 3.79, 1.07], [1.30, 4.96, -0.16], [-0.30, 2.97, -3.07], [0.86, 4.04, -4.09], [0.44, 4.67, -2.37], [2.77, 0.92, -2.73], [0.99, 0.80, -2.13], [1.31, 1.21, -3.96], [1.65, 6.43, 0.79], [2.93, 5.08, 2.75], [-1.93, -1.99, -3.72], [-1.52, -1.32, -2.50], [-0.27, -0.62, -2.74], [-1.33, -2.30, -1.45], [-2.54, -0.37, -2.10], [-3.57, -4.25, -1.84], [-4.89, -4.77, -2.09], [-6.08, -3.94, -2.04], [-5.13, -6.08, -1.15], [-4.94, -5.95, 0.25], [-6.12, -5.25, 0.91], [-4.88, -5.63, -3.65], [-4.00, -5.44, 0.47], [-4.85, -6.97, 0.66], [-6.18, -4.21, 0.60], [-6.02, -5.28, 2.00], [-7.06, -5.73, 0.63], [-4.02, -6.29, -3.68], [-4.80, -4.88, -4.44], [-5.81, -6.19, -3.76], [1.63, -4.40, 0.87], [2.45, -2.91, 0.25], [2.03, -2.72, -1.17], [4.12, -3.60, 0.24], [0.56, -4.21, 0.93], [1.82, -5.23, 0.20], [2.01, -4.63, 1.87], [4.15, -4.48, -0.40], [4.42, -3.86, 1.26], [4.81, -2.84, -0.15], [3.66, 1.21, 6.79], [2.27, 1.72, 6.63], [1.86, 1.15, 5.40], [2.62, 0.04, 5.20], [2.42, -0.79, 4.33], [3.63, -0.03, 6.11], [3.93, 1.07, 7.84], [4.41, 1.86, 6.32], [1.60, 1.38, 7.42], [2.23, 2.81, 6.58], [-3.08, 3.59, 5.79], [-4.04, 3.32, 6.73], [-5.09, 4.19, 6.53], [-4.75, 5.01, 5.43], [-3.51, 4.61, 4.99], [-2.20, 3.10, 5.70], [-3.90, 2.53, 7.46], [-6.00, 4.23, 7.12], [-5.35, 5.80, 5.00], [-2.89, 4.97, 4.18], [5.38, -6.20, -1.02], [5.96, -6.25, -2.38], [6.65, -4.98, -2.67], [4.89, -6.47, -3.36], [6.93, -7.36, -2.46], [7.06, 9.90, 1.10], [5.92, 9.36, 1.92], [5.80, 9.63, 3.11], [4.93, 8.47, 1.22], [7.70, 10.52, 1.74], [7.66, 9.07, 0.71], [6.67, 10.51, 0.28], [5.43, 7.58, 0.84], [4.44, 9.01, 0.41], [4.16, 8.15, 1.93], [-3.33, -7.62, -8.50], [-3.56, -6.45, -7.56], [-3.07, -5.15, -8.17], [-2.86, -6.68, -6.34], [-2.26, -7.75, -8.71], [-3.67, -8.56, -8.04], [-3.86, -7.48, -9.44], [-4.62, -6.37, -7.32], [-2.00, -5.19, -8.38], [-3.23, -4.31, -7.48], [-3.60, -4.93, -9.11], [-1.92, -6.76, -6.54]]}

***

{"formula": "C8H13N3NaO5", "method": "ωB97M-V with the def2-TZVPD basis set", "multiplicity": 1, "homo_ev": -12.45, "orbital_gap_ha": 0.32438, "total_charge": 1, "e_above_lowest_kcal_mol": 0.0, "e_lumo_ev": -3.62, "elements": ["Na", "O", "C", "O", "C", "O", "N", "C", "C", "H", "H", "H", "H", "C", "C", "H", "H", "H", "C", "O", "C", "O", "N", "N", "H", "H", "H", "H", "H", "H"], "positions_angstrom": [[-0.10, -1.81, 2.52], [0.40, 1.21, -1.44], [0.19, 0.83, -2.58], [2.56, -0.61, -1.54], [1.86, -1.01, -2.43], [1.97, -2.25, -3.00], [0.83, -0.30, -3.12], [1.34, -2.21, -4.31], [0.51, -0.95, -4.39], [0.70, -3.10, -4.42], [2.14, -2.19, -5.07], [-0.56, -1.15, -4.45], [0.81, -0.33, -5.24], [-0.74, 1.52, -3.51], [-1.42, 2.62, -3.12], [-0.82, 1.14, -4.54], [-1.32, 3.05, -2.11], [-2.07, 3.11, -3.84], [-1.92, -0.51, 6.30], [-0.93, 0.48, 5.85], [-0.62, 0.31, 4.58], [-1.22, -0.49, 3.83], [0.42, 1.06, 4.12], [0.96, 0.50, 2.88], [-2.02, -0.30, 7.37], [-1.56, -1.53, 6.13], [-2.86, -0.38, 5.77], [1.09, 1.42, 4.80], [0.44, 0.98, 2.13], [1.91, 0.86, 2.83]]}

***

{"formula": "C2H5P", "method": "ωB97M-V with the def2-TZVPD basis set", "multiplicity": 1, "homo_ev": -10.25, "orbital_gap_ha": 0.38468, "e_above_lowest_kcal_mol": 26.8, "e_lumo_ev": 0.22, "smiles": "C#P.C", "elements": ["C", "P", "H", "C", "H", "H", "H", "H"], "positions_angstrom": [[-0.97, 2.42, 0.25], [-1.01, 2.39, -1.29], [-0.67, 2.00, 1.23], [0.55, -1.40, -0.05], [-0.33, -1.90, 0.01], [0.54, -0.63, 0.75], [1.34, -2.06, 0.06], [0.56, -0.80, -0.96]]}

***

{"formula": "C4H7N2O4", "method": "ωB97M-V with the def2-TZVPD basis set", "multiplicity": 1, "homo_ev": -3.88, "orbital_gap_ha": 0.26543, "total_charge": -1, "e_above_lowest_kcal_mol": 35.1, "e_lumo_ev": 3.35, "elements": ["C", "C", "C", "C", "N", "N", "O", "O", "O", "O", "H", "H", "H", "H", "H", "H", "H"], "positions_angstrom": [[-1.99, -2.23, -0.03], [0.07, -0.55, 1.27], [0.55, 0.51, -0.88], [-1.48, -0.74, -0.52], [-0.35, -0.29, -0.11], [-2.50, 1.79, 0.18], [-2.26, -2.47, 1.09], [-3.32, 2.49, -0.43], [-1.89, -2.86, -1.05], [-1.43, 2.36, 0.58], [1.10, -0.90, 1.28], [0.01, 0.36, 2.00], [-0.29, -1.45, 1.73], [1.51, 0.31, -0.56], [0.28, 0.50, -2.00], [0.49, 1.52, -0.71], [-1.93, -0.63, -1.41]]}

***

{"formula": "C4H6N2", "method": "ωB97M-V with the def2-TZVPD basis set", "multiplicity": 1, "homo_ev": -8.14, "orbital_gap_ha": 0.32987, "e_above_lowest_kcal_mol": 180.4, "e_lumo_ev": 0.83, "elements": ["C", "C", "C", "C", "N", "N", "H", "H", "H", "H", "H", "H"], "positions_angstrom": [[-0.79, -1.24, -0.50], [-0.14, -0.20, 1.03], [0.68, -0.59, -0.58], [1.21, 0.18, 0.64], [-1.58, -0.15, -0.42], [-1.15, 0.62, 0.62], [1.43, -1.46, -0.74], [0.58, 0.02, -1.49], [1.36, 1.36, 0.45], [2.11, -0.19, 1.28], [-2.54, 0.04, -0.83], [-1.18, 1.62, 0.55]]}

***

{"formula": "C22H60FLi3N5O6", "method": "ωB97M-V with the def2-TZVPD basis set", "multiplicity": 2, "s2": 0.754, "homo_ev": [-13.16, -13.16], "orbital_gap_ha": [0.29794, 0.08709], "total_charge": 2, "e_lumo_ev": [-5.05, -10.79], "elements": ["Li", "Li", "Li", "F", "C", "C", "O", "H", "H", "H", "H", "H", "C", "C", "C", "O", "C", "N", "H", "H", "H", "H", "H", "H", "H", "H", "H", "H", "H", "C", "C", "C", "O", "C", "N", "H", "H", "H", "H", "H", "H", "H", "H", "H", "H", "H", "C", "C", "C", "O", "C", "N", "H", "H", "H", "H", "H", "H", "H", "H", "H", "H", "H", "C", "C", "C", "O", "C", "N", "H", "H", "H", "H", "H", "H", "H", "H", "H", "H", "H", "C", "C", "C", "O", "C", "N", "H", "H", "H", "H", "H", "H", "H", "H", "H", "H", "H"], "positions_angstrom": [[0.19, -0.65, 3.96], [0.43, 2.09, 3.30], [-2.07, 0.90, 3.29], [1.06, 0.94, 4.80], [-0.29, -1.60, 0.68], [-0.05, -0.14, 1.03], [-0.36, 0.42, 2.27], [-0.18, -1.63, -0.41], [-1.27, -2.03, 0.88], [0.50, -2.25, 1.04], [-0.63, 0.56, 0.41], [1.00, 0.07, 0.84], [-4.01, -0.50, 0.83], [-3.87, 1.02, 1.24], [-5.03, 1.87, 0.65], [-4.74, 2.34, -0.64], [-3.80, 3.44, -0.59], [-4.00, 0.85, 2.74], [-4.06, -0.57, -0.25], [-4.89, -0.99, 1.26], [-3.15, -1.00, 1.27], [-2.84, 1.32, 1.01], [-5.06, 2.70, 1.35], [-6.04, 1.47, 0.72], [-3.03, 3.34, 0.17], [-4.30, 4.39, -0.40], [-3.22, 3.59, -1.50], [-4.65, 0.14, 3.06], [-4.51, 1.69, 2.98], [2.85, -1.73, 2.95], [2.15, -2.83, 3.80], [2.83, -2.81, 5.25], [4.23, -3.23, 5.21], [4.69, -4.06, 6.28], [0.70, -2.60, 3.84], [2.43, -1.56, 1.96], [3.89, -1.95, 2.73], [2.84, -0.73, 3.38], [2.34, -3.84, 3.45], [2.28, -3.56, 5.81], [2.76, -1.91, 5.87], [4.46, -3.64, 7.26], [5.78, -4.01, 6.24], [4.37, -5.10, 6.13], [0.20, -3.18, 4.50], [0.34, -2.85, 2.93], [0.66, 3.59, 0.56], [2.02, 3.44, 1.25], [3.19, 4.38, 0.75], [4.23, 3.57, 0.14], [3.97, 3.34, -1.27], [1.76, 3.65, 2.69], [-0.15, 2.92, 0.84], [0.83, 3.39, -0.50], [0.37, 4.62, 0.75], [2.23, 2.41, 0.96], [3.67, 4.84, 1.62], [2.79, 5.15, 0.10], [4.47, 4.13, -1.82], [2.90, 3.21, -1.48], [4.51, 2.42, -1.48], [2.57, 3.29, 3.17], [1.87, 4.63, 2.88], [-1.03, -3.97, -5.07], [0.02, -4.00, -3.96], [-0.17, -4.89, -2.67], [-1.42, -4.74, -2.04], [-1.42, -5.11, -0.62], [1.26, -4.44, -4.58], [-0.83, -3.12, -5.71], [-2.01, -3.78, -4.63], [-1.23, -4.89, -5.61], [0.26, -3.00, -3.60], [0.53, -4.43, -1.97], [-0.10, -5.97, -2.77], [-0.49, -4.79, -0.15], [-1.54, -6.19, -0.57], [-2.23, -4.63, -0.07], [0.98, -5.35, -4.92], [1.22, -4.18, -5.55], [-0.48, 4.39, -5.22], [-0.95, 3.57, -4.07], [-0.45, 2.15, -4.30], [-1.03, 1.32, -3.23], [-0.83, -0.13, -3.30], [-0.47, 4.02, -2.80], [-0.67, 3.85, -6.15], [0.58, 4.61, -5.08], [-1.11, 5.27, -5.39], [-2.04, 3.59, -4.06], [0.62, 1.99, -4.26], [-0.72, 1.83, -5.31], [-1.19, -0.70, -2.44], [0.22, -0.39, -3.46], [-1.36, -0.45, -4.19], [-0.65, 3.26, -2.16], [0.54, 4.10, -2.80]]}

***

Number 1: largest force on an atom 7.756 eV/A, E_tot -134277.9536 eV. Number 2: largest force on an atom 1.668 eV/A, E_tot -27625.7779 eV. Number 3: largest force on an atom 3.234 eV/A, E_tot -11441.3511 eV. Number 4: largest force on an atom 4.390 eV/A, E_tot -15428.5908 eV. Number 5: largest force on an atom 3.812 eV/A, E_tot -7217.7675 eV. Number 6: largest force on an atom 4.899 eV/A, E_tot -46838.4398 eV.